39
Properties=species:S:1:pos:R:3:forces:R:3:lowdin_charge:R:1 method="wB97M-V/def2-TZVPD" e_tot_ha=-993.63888 gap_ev=10.3 relative_energy_ev=3.6558 molar_mass_g_mol=234.195
O -0.36110 -0.72613 -3.29194 0.79 -0.98 -0.74 -0.077
O -2.46514 4.10736 -1.55936 -0.05 0.00 0.10 -0.055
H 4.23842 -0.69122 -1.01828 -0.03 0.01 -0.02 0.023
H -1.10523 -1.91113 1.11335 0.04 0.00 0.05 0.030
H 0.71735 -0.62493 -0.05289 -0.17 -0.05 0.12 0.007
H 2.69682 -3.01024 2.71003 0.02 0.03 -0.08 0.031
O 0.85957 0.29216 0.20731 1.04 -0.89 0.01 -0.060
H 3.63340 -3.78079 1.79400 -0.05 0.06 -0.07 0.033
H -0.92576 1.09499 -1.69846 0.29 -0.15 0.19 0.023
O -1.68122 0.92636 -2.27277 -0.97 0.65 0.42 -0.059
H 1.81591 0.40322 0.16182 0.17 0.06 -0.09 0.029
H -3.32954 -3.56628 -0.28048 -0.14 0.08 0.17 0.048
H -1.29918 2.61522 0.29314 0.10 0.20 0.34 0.031
H 0.07004 -1.48451 -3.70178 0.08 0.08 -0.47 0.050
H -0.55672 -2.94099 -1.52160 0.18 -0.03 0.08 0.050
H -0.17842 2.03578 1.14059 0.12 -0.24 -0.24 0.024
O 2.96087 -3.09040 1.78654 0.03 -0.06 0.14 -0.061
H 4.10530 2.55471 0.09419 -0.05 -0.10 0.01 0.045
O 0.21404 3.60605 3.08780 -0.15 -0.03 0.03 -0.054
O 3.57570 1.94278 0.61771 -0.02 0.02 -0.07 -0.051
H 0.06973 4.52687 3.33328 0.07 -0.06 -0.06 0.043
H 2.75279 2.41953 0.77425 -0.05 0.03 0.05 0.036
H -2.46229 3.96948 -2.51329 0.03 -0.09 0.10 0.042
O 4.45714 -0.72141 -1.95649 0.11 0.04 0.10 -0.062
H -3.14468 -1.89092 3.31893 0.02 0.02 -0.16 0.032
H -0.67254 3.22890 3.06060 0.04 0.06 0.10 0.033
H -0.23556 -1.13527 2.08893 -0.02 0.24 -0.17 0.059
H -1.28378 -0.99405 -3.21531 -0.01 0.46 0.12 0.047
O -0.42078 2.22404 0.22691 -1.04 1.06 -0.11 -0.071
H -2.88466 -1.27394 1.95447 -0.02 -0.19 0.20 -0.011
H -1.97432 3.35405 -1.21207 0.03 0.13 -0.46 -0.018
O -0.04744 -2.24560 -1.09026 -0.10 -0.67 0.46 -0.056
H 5.28729 -0.23573 -2.01950 -0.10 -0.06 -0.04 0.033
H -2.42944 0.87589 -1.66728 0.00 0.08 0.02 0.054
H 0.42768 -1.82023 -1.81297 -0.25 0.39 -0.04 0.024
H -2.53889 -2.30422 -0.58399 -0.03 0.16 -0.04 -0.002
O -3.35831 -1.99467 2.38481 -0.89 -0.23 0.53 -0.093
O -3.42293 -2.60958 -0.35114 0.26 -0.11 -0.44 -0.043
O -1.10410 -1.12511 1.67117 0.72 0.08 -0.07 -0.054

46
Properties=species:S:1:pos:R:3:forces:R:3:mulliken_spin:R:1 method="wB97M-V/def2-TZVPD" s_squared=6.292 e_tot_ha=-2276.83954 gap_ev="6.7 / 2.9" charge=+2 spin_multiplicity=5 molar_mass_g_mol=376.054
Fe -0.16253 0.12001 -0.24928 0.29 0.31 -0.43 3.210
C 3.15072 -1.63033 -2.43291 -0.65 0.35 0.18 0.019
C -0.02094 3.12916 -2.84640 0.03 -0.23 0.44 0.026
N 1.36933 -0.33588 -2.72183 -0.20 0.05 0.78 -0.002
N -1.05853 -0.26421 -3.35483 -1.59 -0.33 -2.95 0.156
H -0.36212 4.99705 -1.66491 0.13 -0.36 -0.10 0.001
H 4.03552 -2.20508 -2.62464 0.11 -0.07 0.02 0.000
C -3.01812 1.06445 3.00302 0.30 -0.87 -0.16 -0.011
H 0.25296 1.56142 5.05027 -0.43 0.11 -0.32 0.000
H -0.97203 -2.04306 1.60692 0.73 0.36 -0.50 0.002
H 0.56444 0.86455 -4.44796 -0.30 -0.09 0.17 -0.002
C -3.07855 1.10974 4.40106 0.40 0.21 -0.10 -0.005
H 0.07309 3.37243 -3.90231 -0.09 0.07 0.36 0.001
H 0.34022 -0.82837 1.20791 -0.26 -1.09 0.57 0.032
C 2.38456 -0.93955 -3.36718 0.03 -0.06 0.87 0.009
H -4.04052 0.96683 4.91364 0.51 0.23 -0.31 -0.001
H -1.49048 -0.25301 -5.42221 -0.08 0.00 -0.06 0.000
C -1.73542 0.79032 0.84018 -1.50 0.63 -0.14 -0.410
C -0.21670 -1.75604 0.84072 -0.04 -0.41 -0.03 -0.008
H -3.47656 -1.87123 -1.94708 0.25 0.08 0.30 0.007
H -3.73623 -1.62486 -4.61267 -0.30 -0.16 -0.16 -0.010
C -2.92919 -1.26852 -4.00762 -0.51 -0.36 0.01 0.280
C -1.78066 1.07812 2.32304 0.58 0.31 0.88 0.016
C 2.52241 -1.41112 -1.19301 -0.34 0.39 -1.21 0.002
C -0.22008 3.92111 -1.71317 -0.02 -0.01 0.16 0.017
H 0.54785 -2.54234 0.64954 -0.75 0.60 0.13 -0.001
N 1.43612 -0.61337 -1.35401 0.40 -0.50 -1.06 0.032
H -0.42380 3.24684 0.41354 0.20 -0.06 -0.05 -0.001
N 0.08705 1.84644 -2.46258 -0.07 -0.39 0.77 0.002
N -1.63350 -0.77232 -2.20618 -2.68 -1.35 -0.04 0.185
B 0.25539 0.56558 -3.32566 1.56 0.40 0.21 -0.019
C -0.67131 1.44317 4.47237 -0.42 0.14 0.09 0.001
C -1.80755 -0.56432 -4.44002 2.80 1.48 1.31 0.168
H 2.83754 -1.83106 -0.24923 -0.21 0.27 0.13 -0.001
C -0.22735 3.04006 -0.62928 -0.02 -0.14 -1.21 0.025
N -0.02406 1.77650 -1.07613 -0.36 1.91 -1.03 0.051
H -1.94717 1.32623 6.23658 0.11 -0.09 -0.47 0.000
H 2.50339 -0.82247 -4.43253 0.03 -0.02 0.03 0.001
C -1.89687 1.29079 5.14358 -0.03 0.03 -0.46 0.001
H -3.91778 0.87484 2.41874 0.05 0.06 0.23 0.002
C -2.77330 -1.37952 -2.60238 1.86 0.88 1.64 0.209
H -2.22415 1.63137 0.32259 0.39 -0.34 -0.21 -0.012
H -0.77833 -1.56230 -0.14040 0.31 -1.32 1.11 0.021
H 0.32273 1.47455 2.55176 0.08 0.07 0.12 0.014
H -2.29551 -0.11935 0.52406 0.08 0.32 0.47 0.006
C -0.63059 1.40284 3.07030 -0.38 -1.00 0.03 -0.015

83
Properties=species:S:1:pos:R:3:forces:R:3:lowdin_charge:R:1 method="wB97M-V/def2-TZVPD" e_tot_ha=-2343.59392 gap_ev=6.8 charge=-1 molar_mass_g_mol=605.758
S -5.70722 -4.33017 0.21225 -0.10 -0.60 -0.91 0.383
H -3.79141 -1.37583 -0.01577 -0.08 0.17 0.29 0.092
C 4.53445 2.11327 1.85676 0.00 -0.05 0.07 -0.084
H -3.99983 -2.60439 1.27403 -0.20 0.19 0.10 0.092
H 5.08023 -3.64184 -0.11588 0.15 -0.01 -0.08 0.061
C -4.75432 5.70568 -5.80374 0.15 -0.02 0.07 -0.024
C -5.27089 2.22235 -3.30239 0.06 0.17 -0.09 -0.028
C -4.45976 1.14779 -2.99917 -0.21 -0.01 0.05 -0.282
H -2.17485 -3.90878 0.09250 0.01 -0.09 -0.05 0.113
H -8.15436 1.01941 -1.99327 0.00 -0.01 0.01 0.100
H -4.27213 -0.79565 -2.13113 0.02 0.02 -0.02 0.099
C 4.32802 0.67608 3.77333 -0.03 0.09 -0.10 -0.096
H 5.07875 -3.95114 1.62474 0.25 -0.02 0.00 0.058
H -6.66089 -0.88182 -1.46106 0.02 -0.01 0.01 0.110
H 2.89598 -3.08037 1.55712 0.16 0.12 0.08 0.092
C 9.87414 2.11865 6.38678 0.02 0.03 0.01 -0.102
C 7.55908 1.59113 5.99009 -0.11 0.05 0.02 -0.016
H -2.05122 -2.01032 2.13862 -0.02 -0.04 0.16 0.105
H -4.03275 4.56224 -7.46184 0.01 0.00 0.01 0.105
C 10.25254 0.94442 5.75031 -0.06 0.05 0.03 -0.087
C 4.59244 1.00570 1.02442 0.02 0.03 -0.12 -0.013
F 4.55855 -1.33253 0.78906 0.12 0.21 -0.02 0.054
H -3.80368 5.74819 -5.28898 -0.02 0.00 0.03 0.119
O -5.97623 -5.45245 -0.70784 0.07 0.70 0.68 -0.406
H 4.69620 1.10715 -0.04756 -0.02 -0.03 0.00 0.118
H 10.62639 2.78417 6.78878 0.00 0.00 0.00 0.098
C 7.96063 0.42752 5.36451 0.08 0.09 0.03 -0.282
C -6.27516 -0.01306 -1.98205 -0.05 0.02 0.00 -0.056
C 4.40309 1.95090 3.22975 0.01 0.02 0.04 -0.100
H 8.23049 3.35184 7.00375 -0.02 0.01 -0.01 0.103
C 0.66491 -1.59548 -0.04466 0.16 -0.12 0.61 -0.196
C -1.36996 -2.40196 1.38336 0.15 0.48 -0.11 -0.211
C -3.68295 -2.42724 0.25169 0.32 -0.39 -0.54 -0.228
C -0.33508 -1.30923 1.09833 -0.44 0.11 -0.30 -0.206
H -0.86671 -3.25108 1.84285 -0.07 -0.18 -0.02 0.098
H 4.58813 3.10618 1.43051 0.01 0.00 -0.01 0.103
H -4.85832 3.08361 -3.81242 0.01 -0.02 -0.01 0.102
C 4.51182 -0.25150 1.59019 -0.05 0.11 0.10 -0.275
H 4.22905 0.54682 4.84260 -0.01 -0.03 0.00 0.104
H -1.75390 -2.45104 -0.76159 0.00 0.10 -0.10 0.103
C 9.29199 0.08606 5.23513 0.06 -0.10 -0.05 -0.016
F -3.15565 1.19664 -3.35418 0.03 0.01 -0.01 0.046
H 2.98325 -2.41428 -0.85929 0.15 0.02 -0.23 0.094
C -4.89055 5.04940 -7.01833 -0.10 0.02 -0.01 -0.082
H 6.50546 1.82357 6.06571 0.00 -0.03 -0.01 0.111
H 1.60988 -1.12537 0.23803 0.07 0.11 -0.02 0.085
H -6.22453 4.49940 -8.60562 0.00 -0.01 0.00 0.100
H 0.62378 -3.73277 0.43055 -0.32 -0.13 -0.05 0.093
C 2.49032 -3.32513 -0.53014 -0.80 -0.47 0.35 -0.225
C -7.09872 6.28441 -5.86319 -0.11 0.05 0.04 -0.020
H 4.35795 2.81843 3.87529 -0.01 0.00 -0.01 0.098
F 7.02434 -0.39806 4.86378 0.03 -0.06 0.03 0.061
H -5.13645 -2.62955 -1.32805 -0.23 -0.28 -0.23 0.053
O -4.97930 -4.69991 1.42066 -0.08 -0.22 0.11 -0.386
O -6.85167 -3.45328 0.44453 -0.09 -0.03 0.13 -0.395
H -7.26026 3.00170 -3.17475 0.01 0.02 0.00 0.097
H 4.68272 -5.26132 0.52607 0.18 -0.07 -0.22 0.064
C -7.11146 1.05577 -2.27864 -0.01 0.03 -0.01 -0.092
C 3.09875 -3.81573 0.77889 0.05 -0.24 -0.29 -0.277
H 0.18788 -1.05420 2.02087 0.16 -0.13 0.08 0.096
H 2.60913 -4.11112 -1.27785 0.29 0.06 -0.17 0.107
C -7.22168 5.63109 -7.08104 0.09 -0.02 0.00 -0.086
H 9.56377 -0.83628 4.73977 -0.03 0.01 -0.01 0.118
C 4.59048 -4.19001 0.68224 -0.65 0.20 0.46 -0.114
H 2.54319 -4.70966 1.06570 -0.08 -0.04 0.14 0.104
C -2.20242 -2.82067 0.16184 -0.08 -0.44 0.34 -0.206
C -6.60951 2.16914 -2.93962 0.00 -0.10 0.05 -0.093
H -8.18189 5.60369 -7.57848 -0.01 0.00 0.01 0.103
C -5.86368 6.30947 -5.24700 -0.02 -0.07 -0.13 -0.292
H 0.48918 -3.33011 -1.30391 -0.33 -0.26 0.11 0.103
H -0.89231 -0.40704 0.83087 0.03 0.11 0.00 0.104
H 11.30048 0.69426 5.65235 0.00 -0.02 0.00 0.103
C -6.12146 5.01250 -7.65897 -0.01 -0.01 -0.03 -0.097
H -3.92460 -3.92521 -1.30737 -0.02 -0.16 -0.12 0.087
H 4.31604 -1.44174 3.35175 0.02 0.00 -0.03 0.120
C -4.55396 -3.28975 -0.69252 0.43 0.74 0.36 -0.257
C -4.93741 0.02879 -2.34847 0.11 -0.08 0.00 -0.010
C 4.37851 -0.43895 2.95058 -0.03 -0.12 0.07 -0.015
F -5.73795 6.94272 -4.06431 0.00 0.02 0.02 0.056
C 8.52843 2.43846 6.50644 0.06 -0.06 -0.03 -0.085
H 0.34556 -1.07307 -0.94366 -0.07 -0.09 -0.17 0.102
C 0.96546 -3.07577 -0.36128 0.96 0.70 -0.39 -0.193
H -7.94444 6.76630 -5.39133 0.02 0.01 0.02 0.116

63
Properties=species:S:1:pos:R:3:forces:R:3:lowdin_charge:R:1 method="wB97M-V/def2-TZVPD" e_tot_ha=-1249.02852 gap_ev=6.3 charge=+1 molar_mass_g_mol=397.356
H 0.69944 -0.00210 1.20434 -0.04 0.02 0.12 0.073
C 3.86316 -1.05392 -2.87034 -0.05 0.01 0.03 -0.158
N -2.73730 -0.67503 -1.95567 -0.12 0.39 0.25 0.180
C -6.64440 -1.73591 -2.24647 -0.01 0.01 0.00 -0.145
H -2.11149 2.13693 -2.00360 0.02 0.07 -0.04 0.143
H -7.00678 -1.76016 -1.23313 -0.01 -0.01 0.00 0.107
H 0.65528 4.53100 -3.23325 -0.10 0.08 -0.01 0.180
H 1.24548 0.46435 9.87883 0.00 0.00 0.00 0.091
H -7.47085 0.12131 -2.82094 -0.05 -0.03 -0.02 0.142
H -0.74740 3.03887 -4.64342 0.01 0.10 -0.01 0.135
C -0.04749 2.70431 -3.88032 -0.23 -0.10 -0.19 -0.086
H 0.27980 4.32651 -0.86656 0.08 0.09 -0.04 0.133
O -0.82541 -0.47979 -0.45249 -0.29 0.37 0.47 0.149
N 3.57696 -1.42221 -1.58265 -0.03 0.01 -0.01 0.000
C -0.20512 2.20873 -0.92771 0.04 0.01 -0.19 -0.135
H -1.30199 -1.14067 0.07325 0.27 -0.33 -0.52 0.130
H -2.59557 -1.08638 -2.86968 -0.06 -0.28 0.12 0.082
C 1.51200 -0.02485 1.91084 0.03 0.02 -0.02 -0.141
H -1.22183 0.93678 -3.97431 0.03 -0.09 -0.01 0.125
N -6.92269 -0.68025 -3.07315 0.07 0.04 0.02 -0.002
H 0.32019 0.69233 -3.17581 0.06 0.05 0.01 0.129
C -5.89990 -2.63965 -2.95582 0.05 0.04 -0.01 -0.114
H 0.86177 1.46968 3.26421 -0.02 -0.03 0.03 0.144
C 4.36499 -2.48192 -1.22477 -0.02 0.02 -0.01 -0.138
N 1.56072 0.79843 3.00490 0.03 0.03 -0.05 0.014
C -1.19226 1.54666 -1.89603 0.20 -0.11 0.04 -0.206
H 2.57748 1.10278 7.60180 0.01 -0.01 0.01 0.086
H -5.53151 -3.58054 -2.58345 0.00 0.00 0.00 0.093
C 2.64013 -0.80146 1.92991 0.05 -0.04 -0.07 -0.104
H 0.55826 1.47366 -0.67956 0.03 0.02 0.09 0.103
C -0.52078 1.38262 -3.27039 -0.08 0.02 0.05 -0.129
C 0.49526 3.45782 -1.48507 -0.16 0.00 0.29 -0.082
H 2.92302 1.10322 4.61500 0.02 -0.01 0.00 0.111
H -0.70175 2.47885 0.00230 -0.02 -0.08 0.03 0.129
H -6.48445 -0.18742 -5.10356 -0.02 -0.01 -0.01 0.103
C 1.20867 -0.06069 8.93935 0.01 0.01 -0.01 -0.110
C 2.70448 0.55397 3.71529 0.02 0.07 -0.04 -0.152
C 4.84188 -1.88713 -3.34010 0.01 -0.02 -0.01 -0.108
C 1.57188 -0.66276 6.80146 -0.05 -0.07 0.02 -0.147
N 0.70448 -1.54772 7.38159 -0.01 0.02 0.01 0.002
H 1.57628 3.34910 -1.52849 0.00 -0.07 -0.18 0.138
H 0.29764 -2.34144 6.92303 0.02 -0.01 0.01 0.143
H 3.34937 -0.23424 -3.34378 0.01 0.01 -0.01 0.088
H -0.17559 -1.76560 9.31367 0.00 0.00 0.00 0.107
H 5.89043 -3.58534 -2.32404 0.00 0.00 0.00 0.095
H 1.88257 -0.78116 5.77810 0.01 -0.03 0.01 0.080
H -0.88959 4.28431 -2.80055 -0.08 -0.18 0.05 0.181
B -1.62475 0.08034 -1.40404 -0.06 -0.13 -0.17 -0.576
H -5.19276 -2.56648 -5.08199 -0.02 -0.01 -0.01 0.090
H 4.34322 -0.84875 3.38671 0.00 0.00 0.00 0.100
C -6.36311 -0.89725 -4.30330 0.01 0.02 0.02 -0.150
H 0.92891 2.63124 -4.35322 0.09 -0.01 0.15 0.135
H 5.28276 -1.85172 -4.32207 0.00 0.00 0.00 0.092
C 0.47854 -1.18938 8.68238 -0.01 -0.01 -0.01 -0.140
H -3.63282 -0.20048 -1.96507 -0.01 -0.03 -0.23 0.073
N 0.01693 3.82371 -2.86863 0.32 0.13 -0.06 0.055
C 3.40019 -0.43447 3.07304 -0.03 0.03 -0.01 -0.090
H 4.29727 -2.92401 -0.24563 0.01 0.00 0.00 0.103
C 1.90490 0.27296 7.74512 -0.01 0.03 -0.02 -0.115
H 2.89009 -1.55987 1.20666 0.01 -0.05 0.05 0.070
C 5.15992 -2.79490 -2.29397 0.01 0.01 -0.02 -0.101
C -5.71947 -2.10641 -4.26248 0.04 0.01 0.02 -0.118
H 2.90270 -0.97839 -0.98625 0.04 0.01 0.05 0.115

14
Properties=species:S:1:pos:R:3:forces:R:3:lowdin_charge:R:1 method="wB97M-V/def2-TZVPD" e_tot_ha=-324.61261 gap_ev=10.5 relative_energy_ev=3.0439 molar_mass_g_mol=97.117
C 0.65976 0.89926 1.09727 0.71 0.20 0.22 -0.087
C 0.19919 -0.84861 -0.18261 0.03 0.36 0.51 -0.131
O -0.69200 0.99797 -0.90089 -0.48 0.27 1.58 0.013
H 0.69993 -1.17137 1.93010 -0.10 0.11 0.05 0.109
C 0.59846 0.64592 -0.38750 2.03 -0.36 -3.38 -0.250
H 1.22286 0.68233 -1.40846 0.08 1.00 2.94 0.203
C 0.07377 -0.52680 1.31434 -0.10 0.03 0.54 -0.101
N -1.47134 -0.80237 -2.01845 -1.24 -1.13 0.08 0.169
H 0.06543 1.75582 1.42414 0.12 -0.15 -0.09 0.118
C -0.89403 -0.35233 -1.00421 -1.25 -0.26 -2.68 -0.489
H -1.95850 -0.01841 -2.46399 0.24 -0.24 -0.18 0.068
H -0.95294 -0.54555 1.68216 0.14 -0.08 0.09 0.115
H 0.76827 -1.71043 -0.53506 -0.24 0.24 0.10 0.153
H 1.68111 0.99457 1.45315 0.07 0.00 0.23 0.110